(1)
Formula: C24H28BCl5N6Ti
Source: OMol25
Level of theory: ωB97M-V with the def2-TZVPD basis set

Last column: Löwdin charge in e.
Cartesian coordinates (Å):
1 Ti 0.06 0.40 0.01  0.784
2 C 4.18 2.42 -1.88  -0.060
3 C 2.97 2.56 -0.96  -0.368
4 C 2.75 4.02 -0.56  -0.048
5 C 3.09 1.68 0.25  -0.259
6 C 4.17 1.51 1.13  0.005
7 C 3.72 0.60 2.06  -0.055
8 N 2.46 0.26 1.76  -0.019
9 N 2.07 0.92 0.63  0.024
10 B 1.55 -0.79 2.44  -0.496
11 N 0.22 -0.17 2.93  -0.014
12 C -0.37 -0.25 4.13  -0.052
13 C -1.67 0.21 4.01  0.005
14 C -1.80 0.57 2.66  -0.257
15 N -0.65 0.34 2.03  0.009
16 C -2.99 1.07 1.89  -0.368
17 C -3.33 0.11 0.76  -0.050
18 C -4.19 1.30 2.80  -0.071
19 N 1.23 -1.95 1.46  -0.019
20 C 1.57 -3.24 1.59  -0.061
21 C 1.08 -3.95 0.52  0.000
22 C 0.43 -2.99 -0.27  -0.279
23 N 0.52 -1.79 0.31  0.033
24 C -0.28 -3.15 -1.58  -0.388
25 C 0.71 -3.28 -2.73  -0.068
26 C -1.25 -4.33 -1.54  -0.064
27 H 4.05 3.02 -2.78  0.080
28 H 5.09 2.77 -1.38  0.077
29 H 4.34 1.38 -2.18  0.083
30 H 2.08 2.22 -1.51  0.101
31 H 3.61 4.40 -0.02  0.084
32 H 2.60 4.64 -1.44  0.084
33 H 1.87 4.13 0.08  0.055
34 H 5.13 1.99 1.09  0.106
35 H 4.20 0.17 2.92  0.123
36 H 2.14 -1.24 3.38  0.121
37 H 0.17 -0.63 4.98  0.124
38 H -2.41 0.28 4.79  0.102
39 H -2.70 2.03 1.45  0.094
40 H -3.57 -0.89 1.13  0.093
41 H -4.19 0.48 0.18  0.087
42 H -2.51 -0.01 0.04  0.044
43 H -4.52 0.36 3.25  0.085
44 H -3.97 2.00 3.60  0.083
45 H -5.03 1.70 2.23  0.081
46 H 2.14 -3.56 2.45  0.122
47 H 1.16 -5.01 0.34  0.104
48 H -0.87 -2.24 -1.73  0.098
49 H 1.31 -4.18 -2.62  0.084
50 H 0.18 -3.33 -3.68  0.081
51 H 1.39 -2.43 -2.76  0.067
52 H -0.70 -5.27 -1.43  0.078
53 H -1.95 -4.25 -0.72  0.083
54 H -1.81 -4.39 -2.47  0.080
55 Cl 0.01 0.36 -2.78  0.668
56 C -0.65 1.98 -2.33  -0.651
57 C -0.66 2.26 -0.98  -0.278
58 C -1.04 3.57 -0.71  -0.694
59 Cl -0.97 4.11 0.96  0.669
60 C -1.43 4.49 -1.68  -0.704
61 Cl -1.89 6.10 -1.26  0.677
62 C -1.43 4.11 -3.02  -0.708
63 Cl -1.90 5.21 -4.25  0.682
64 C -1.01 2.82 -3.37  -0.716
65 Cl -0.96 2.33 -5.02  0.685

Charge   0
Multiplicity   3
LUMO level (spin up / spin down)   0.5 / 0.5 eV
<S²>   2.0049
HOMO energy (spin up / spin down)   -6.580 / -8.895 eV
Gap between HOMO and LUMO (spin up / spin down)   7.0 / 9.4 eV



(2)
Formula: C24H28BF4N6O2SV
Source: OMol25
Level of theory: ωB97M-V with the def2-TZVPD basis set

Last column: Löwdin charge in e.
Cartesian coordinates (Å):
1 V -0.97 -0.20 -0.69  0.788
2 C -2.10 -2.86 -1.58  -0.159
3 C -0.80 -3.35 -0.88  -0.170
4 N 0.17 -2.27 -0.78  -0.097
5 C 1.26 -2.32 -1.76  -0.178
6 C 1.57 -0.91 -2.28  -0.180
7 N 0.37 -0.07 -2.35  -0.120
8 C -0.40 -0.23 -3.58  -0.174
9 C -1.32 -1.46 -3.46  -0.160
10 N -1.91 -1.51 -2.12  -0.137
11 H -2.41 -3.56 -2.36  0.113
12 H -2.91 -2.81 -0.84  0.104
13 H -1.06 -3.70 0.12  0.117
14 H -0.39 -4.21 -1.43  0.107
15 H 0.59 -2.20 0.15  0.080
16 H 2.17 -2.73 -1.31  0.119
17 H 0.98 -2.98 -2.58  0.098
18 H 2.23 -0.44 -1.57  0.069
19 H 2.07 -0.97 -3.26  0.117
20 H 0.69 0.89 -2.23  0.116
21 H -1.00 0.66 -3.73  0.097
22 H 0.26 -0.36 -4.45  0.117
23 H -2.08 -1.44 -4.24  0.122
24 H -0.72 -2.36 -3.60  0.104
25 H -2.79 -1.01 -2.09  0.093
26 S 0.02 3.70 1.21  1.107
27 C 0.34 2.52 2.45  -0.464
28 C 0.84 2.75 3.72  -0.109
29 C 0.95 1.68 4.58  -0.104
30 C 0.53 0.41 4.18  -0.083
31 C 0.05 0.18 2.90  0.000
32 C -0.03 1.24 2.00  -0.270
33 N -0.50 1.20 0.70  0.006
34 C -0.58 2.41 0.19  -0.503
35 C -1.33 2.63 -1.01  -0.249
36 C -1.62 3.89 -1.54  -0.062
37 C -2.55 4.01 -2.55  -0.113
38 C -3.20 2.87 -3.01  -0.105
39 C -2.87 1.61 -2.51  -0.129
40 C -1.90 1.43 -1.51  -0.155
41 H 1.14 3.75 4.01  0.102
42 H 1.35 1.83 5.58  0.094
43 H 0.58 -0.41 4.88  0.101
44 H -0.27 -0.81 2.61  0.114
45 H -1.13 4.77 -1.13  0.089
46 H -2.80 4.98 -2.96  0.089
47 H -3.98 2.96 -3.76  0.091
48 H -3.42 0.76 -2.92  0.089
49 F -3.35 -0.08 2.25  0.145
50 B -3.31 -1.05 1.28  -1.247
51 F -3.70 -0.53 0.02  0.092
52 F -1.95 -1.51 1.11  0.060
53 F -4.11 -2.15 1.58  0.121
54 C 3.67 -1.49 3.67  -0.047
55 N 3.37 -0.63 2.55  -0.064
56 C 3.75 0.68 2.53  -0.089
57 C 3.44 1.49 1.50  -0.009
58 C 2.61 0.96 0.42  -0.525
59 O 2.28 1.66 -0.56  -0.030
60 N 2.20 -0.33 0.51  0.156
61 C 2.52 -1.13 1.53  -0.540
62 O 2.15 -2.31 1.64  -0.015
63 H 4.22 -0.92 4.42  0.080
64 H 4.26 -2.34 3.35  0.087
65 H 2.75 -1.87 4.11  0.081
66 H 4.33 1.02 3.38  0.117
67 H 3.73 2.53 1.49  0.103

Charge   -1
Multiplicity   4
LUMO level (spin up / spin down)   2.6 / 2.6 eV
<S²>   3.7639
HOMO energy (spin up / spin down)   -3.412 / -5.211 eV
Gap between HOMO and LUMO (spin up / spin down)   6.1 / 7.9 eV



Energy: -120690.9321 -86458.6885 (eV)